Entry 1:
Molecular formula: C22H22FN3O5S
Method: DFT, ωB97M-V/def2-TZVPD

The charge is 0. The calculation puts the HOMO energy at -9.11 eV. The calculation puts the energy above the lowest of the compared OMol25 structures with the same formula, charge and spin at 0.0 kJ/mol. The structure (SMILES) is N#CCCN(C(=O)COC(=O)c1cccc(S(=O)(=O)N2CCCC2)c1)c1ccc(F)cc1. The LUMO energy is -0.19 eV.

Element x y z (Å)
N: -0.237 5.493 0.675
C: -0.676 4.541 0.220
C: -1.236 3.332 -0.324
C: -2.307 2.772 0.629
N: -2.850 1.509 0.151
C: -3.733 1.567 -0.885
O: -4.223 2.611 -1.258
C: -3.987 0.261 -1.650
O: -2.732 -0.368 -1.855
C: -2.583 -1.663 -1.553
O: -3.492 -2.410 -1.297
C: -1.140 -2.011 -1.485
C: -0.736 -3.311 -1.194
C: 0.603 -3.587 -0.970
C: 1.543 -2.566 -0.993
C: 1.132 -1.278 -1.279
S: 2.238 0.137 -1.225
O: 1.457 1.217 -0.666
O: 2.823 0.332 -2.516
N: 3.415 -0.393 -0.161
C: 4.793 -0.081 -0.515
C: 5.169 1.079 0.404
C: 4.480 0.677 1.708
C: 3.201 -0.033 1.237
C: -0.188 -0.998 -1.552
C: -2.452 0.327 0.810
C: -1.106 0.085 1.073
C: -0.721 -1.071 1.726
C: -1.689 -1.980 2.113
F: -1.307 -3.120 2.722
C: -3.035 -1.742 1.902
C: -3.412 -0.577 1.263
H: -1.693 3.558 -1.290
H: -0.417 2.621 -0.479
H: -1.891 2.613 1.625
H: -3.131 3.490 0.695
H: -4.419 0.532 -2.619
H: -4.672 -0.421 -1.136
H: -1.484 -4.087 -1.131
H: 0.912 -4.597 -0.750
H: 2.583 -2.755 -0.779
H: 5.410 -0.961 -0.307
H: 4.840 0.155 -1.576
H: 4.740 2.004 0.017
H: 6.244 1.199 0.511
H: 4.258 1.530 2.345
H: 5.111 -0.018 2.263
H: 2.999 -0.938 1.817
H: 2.332 0.627 1.293
H: -0.471 0.015 -1.784
H: -0.349 0.780 0.749
H: 0.319 -1.276 1.922
H: -3.769 -2.456 2.237
H: -4.461 -0.364 1.122

From a Mulliken analysis of the wavefunction, the atomic charges in e read:
1. N -0.480
2. C -0.047
3. C 0.632
4. C -1.397
5. N 0.458
6. C 0.766
7. O -0.646
8. C -0.763
9. O -0.304
10. C 0.359
11. O -0.638
12. C 0.136
13. C -0.746
14. C -0.787
15. C -0.482
16. C 0.417
17. S 1.194
18. O -0.630
19. O -0.778
20. N -0.002
21. C -0.819
22. C -0.554
23. C -0.706
24. C -0.250
25. C -0.143
26. C -0.922
27. C 0.351
28. C -0.428
29. C 0.242
30. F -0.388
31. C -0.812
32. C -0.211
33. H 0.394
34. H -0.133
35. H 0.446
36. H 0.487
37. H 0.407
38. H 0.393
39. H 0.501
40. H 0.416
41. H 0.533
42. H 0.340
43. H 0.419
44. H 0.258
45. H 0.417
46. H 0.341
47. H 0.296
48. H 0.216
49. H 0.153
50. H 0.552
51. H 0.501
52. H 0.438
53. H 0.460
54. H 0.544


Entry 2:
Molecular formula: C22H22N2O3
Method: DFT, ωB97M-V/def2-TZVPD

The charge is 0. The calculation puts the HOMO energy at -8.27 eV. The calculation puts the energy above the lowest of the compared OMol25 structures with the same formula, charge and spin at 57.1 kJ/mol. The structure (SMILES) is CC(=O)Nc1cccc(OCC(=O)N[C@H](C)c2ccc3ccccc3c2)c1. The LUMO energy is 0.40 eV.

Element x y z (Å)
C: 4.695 0.957 -1.859
C: 3.190 1.126 -1.793
O: 2.648 2.203 -1.714
N: 2.534 -0.070 -1.845
C: 1.158 -0.316 -1.818
C: 0.733 -1.623 -1.580
C: -0.615 -1.909 -1.552
C: -1.561 -0.920 -1.766
C: -1.138 0.380 -2.015
O: -1.972 1.443 -2.243
C: -3.362 1.241 -2.106
C: -3.747 0.811 -0.683
O: -4.674 0.063 -0.454
N: -2.956 1.365 0.253
C: -2.857 0.852 1.609
C: -2.873 1.998 2.617
C: -1.602 0.008 1.703
C: -1.705 -1.379 1.917
C: -0.591 -2.169 1.940
C: 0.692 -1.615 1.754
C: 1.863 -2.400 1.772
C: 3.091 -1.825 1.600
C: 3.202 -0.439 1.401
C: 2.085 0.347 1.364
C: 0.805 -0.218 1.540
C: -0.364 0.566 1.512
C: 0.222 0.681 -2.037
H: 5.170 1.924 -1.721
H: 5.040 0.270 -1.090
H: 4.975 0.561 -2.834
H: 3.104 -0.904 -1.810
H: 1.461 -2.402 -1.408
H: -0.944 -2.918 -1.358
H: -2.607 -1.177 -1.730
H: -3.819 2.210 -2.330
H: -3.743 0.502 -2.819
H: -2.183 1.932 -0.067
H: -3.739 0.220 1.755
H: -2.804 1.600 3.626
H: -3.797 2.563 2.523
H: -2.035 2.670 2.452
H: -2.684 -1.814 2.054
H: -0.679 -3.234 2.101
H: 1.772 -3.466 1.929
H: 3.985 -2.431 1.622
H: 4.181 0.002 1.283
H: 2.167 1.411 1.198
H: -0.254 1.626 1.332
H: 0.529 1.695 -2.222

From a Mulliken analysis of the wavefunction, the atomic charges in e read:
1. C -1.389
2. C 0.761
3. O -0.622
4. N -0.003
5. C 0.723
6. C -0.696
7. C -0.881
8. C -0.707
9. C 0.196
10. O -0.520
11. C -0.497
12. C 0.480
13. O -0.672
14. N -0.059
15. C -0.585
16. C -1.545
17. C 1.177
18. C -0.781
19. C -1.230
20. C 1.133
21. C -0.801
22. C -0.759
23. C -0.535
24. C -0.775
25. C 0.123
26. C -0.004
27. C -0.099
28. H 0.362
29. H 0.338
30. H 0.348
31. H 0.279
32. H 0.318
33. H 0.380
34. H 0.397
35. H 0.357
36. H 0.357
37. H 0.330
38. H 0.555
39. H 0.392
40. H 0.458
41. H 0.255
42. H 0.392
43. H 0.408
44. H 0.412
45. H 0.415
46. H 0.601
47. H 0.352
48. H 0.305
49. H 0.556


Entry 3:
Molecular formula: C22H22N2O6
Method: DFT, ωB97M-V/def2-TZVPD

The charge is 0. The calculation puts the HOMO energy at -9.01 eV. The calculation puts the energy above the lowest of the compared OMol25 structures with the same formula, charge and spin at 145.6 kJ/mol. The structure (SMILES) is COCCCN1C(=O)c2ccc(C(=O)OCC(=O)N(C)c3ccccc3)cc2C1=O. The LUMO energy is -0.89 eV.

Element x y z (Å)
C: -3.815 6.733 2.134
O: -3.545 5.834 3.181
C: -2.276 5.231 3.129
C: -2.141 4.168 2.032
C: -0.797 3.451 2.134
N: -0.658 2.447 1.101
C: -0.342 2.749 -0.215
O: -0.123 3.855 -0.637
C: -0.325 1.444 -0.925
C: -0.051 1.140 -2.243
C: -0.084 -0.199 -2.613
C: -0.390 -1.196 -1.690
C: -0.317 -2.611 -2.146
O: -0.047 -2.948 -3.271
O: -0.545 -3.468 -1.144
C: -0.371 -4.845 -1.432
C: 1.024 -5.292 -1.888
O: 1.120 -6.335 -2.500
N: 2.096 -4.511 -1.610
C: 3.357 -4.856 -2.245
C: 2.115 -3.391 -0.749
C: 1.679 -3.505 0.568
C: 1.727 -2.410 1.410
C: 2.225 -1.200 0.956
C: 2.679 -1.089 -0.346
C: 2.626 -2.177 -1.199
C: -0.691 -0.882 -0.361
C: -0.644 0.445 0.000
C: -0.858 1.091 1.320
O: -1.121 0.594 2.383
H: -4.752 7.224 2.389
H: -3.022 7.486 2.046
H: -3.928 6.224 1.171
H: -1.496 5.997 2.997
H: -2.146 4.763 4.108
H: -2.954 3.446 2.138
H: -2.215 4.635 1.048
H: -0.706 2.938 3.095
H: 0.020 4.169 2.020
H: 0.188 1.916 -2.953
H: 0.138 -0.498 -3.627
H: -0.645 -5.377 -0.518
H: -1.050 -5.150 -2.237
H: 3.513 -4.266 -3.150
H: 3.318 -5.909 -2.518
H: 4.175 -4.681 -1.548
H: 1.308 -4.453 0.925
H: 1.381 -2.502 2.428
H: 2.262 -0.349 1.620
H: 3.071 -0.149 -0.706
H: 2.967 -2.084 -2.218
H: -0.937 -1.650 0.352

From a Mulliken analysis of the wavefunction, the atomic charges in e read:
1. C -0.663
2. O -0.374
3. C -0.568
4. C -0.215
5. C -1.043
6. N 0.261
7. C 0.038
8. O -0.642
9. C 0.262
10. C -0.785
11. C -0.683
12. C 0.448
13. C 0.462
14. O -0.650
15. O -0.289
16. C -0.690
17. C 0.842
18. O -0.665
19. N 0.243
20. C -1.224
21. C -0.237
22. C 0.103
23. C -0.949
24. C -0.481
25. C -0.601
26. C -0.144
27. C -0.083
28. C 0.099
29. C 0.276
30. O -0.646
31. H 0.248
32. H 0.298
33. H 0.273
34. H 0.342
35. H 0.278
36. H 0.222
37. H 0.339
38. H 0.453
39. H 0.340
40. H 0.523
41. H 0.537
42. H 0.368
43. H 0.374
44. H 0.354
45. H 0.421
46. H 0.332
47. H 0.501
48. H 0.426
49. H 0.507
50. H 0.427
51. H 0.318
52. H 0.716


Entry 4:
Molecular formula: C22H22N3O11S
Method: DFT, ωB97M-V/def2-TZVPD

The charge is -1. The calculation puts the HOMO energy at -4.30 eV. The LUMO energy is 0.88 eV.

Element x y z (Å)
O: 3.954 5.678 0.880
O: 0.786 0.303 1.468
O: -2.743 -1.334 -2.646
O: 4.980 -1.057 2.674
O: -1.091 -4.221 3.344
O: 0.937 -2.413 -1.890
O: 3.299 3.776 3.158
O: 4.597 2.652 1.375
O: -1.599 -2.283 4.296
O: 2.881 6.902 -0.668
O: 3.961 -0.354 0.776
C: 3.026 5.800 0.104
C: 1.409 1.352 1.454
C: -3.200 -2.158 -1.866
C: 4.104 -0.412 2.123
C: -1.407 -3.010 3.296
C: -0.077 -3.044 -1.613
C: -2.069 3.123 -2.171
C: -2.007 1.930 -1.452
C: 2.012 4.718 -0.017
C: 2.067 3.511 0.718
C: -1.091 4.101 -1.980
C: 0.936 4.879 -0.906
C: -0.972 1.717 -0.539
C: 1.103 2.505 0.572
C: -0.042 3.891 -1.072
C: 0.032 2.686 -0.334
N: -0.263 -4.220 -2.231
N: -2.503 -2.725 -0.889
N: 2.463 1.487 2.327
C: -4.644 -2.585 -1.973
C: -1.300 -5.226 -2.007
C: 3.122 0.363 3.012
C: -1.651 -2.382 1.915
C: -0.755 -2.985 0.816
C: -1.084 -2.461 -0.594
S: 3.270 2.937 1.948
H: 3.639 7.456 -0.427
H: 4.635 -0.949 0.418
H: -2.874 3.280 -2.884
H: -2.755 1.156 -1.606
H: -1.149 5.022 -2.551
H: 0.853 5.791 -1.488
H: -0.979 0.774 -0.007
H: 0.466 -4.442 -2.891
H: -2.980 -3.356 -0.265
H: -5.162 -2.323 -1.052
H: -4.688 -3.660 -2.128
H: -5.106 -2.072 -2.815
H: -0.986 -6.180 -2.433
H: -2.229 -4.915 -2.485
H: -1.468 -5.363 -0.937
H: 2.368 -0.343 3.378
H: 3.665 0.736 3.885
H: -1.483 -1.303 1.953
H: -2.700 -2.547 1.659
H: 0.286 -2.753 1.046
H: -0.871 -4.069 0.811
H: -0.921 -1.384 -0.592

From a Mulliken analysis of the wavefunction, the atomic charges in e read:
1. O -0.576
2. O -0.625
3. O -0.670
4. O -0.605
5. O -0.750
6. O -0.737
7. O -0.683
8. O -0.664
9. O -0.769
10. O -0.459
11. O -0.361
12. C 0.712
13. C 0.633
14. C 0.651
15. C 0.610
16. C 0.426
17. C -0.015
18. C -0.683
19. C -0.499
20. C -0.073
21. C 0.239
22. C -0.806
23. C -0.924
24. C -0.305
25. C -0.164
26. C 0.931
27. C 0.417
28. N -0.097
29. N 0.159
30. N 0.019
31. C -1.360
32. C -0.702
33. C -0.635
34. C -0.157
35. C -0.782
36. C 1.143
37. S 1.114
38. H 0.359
39. H 0.330
40. H 0.398
41. H 0.351
42. H 0.395
43. H 0.505
44. H 0.284
45. H 0.295
46. H 0.447
47. H 0.315
48. H 0.323
49. H 0.366
50. H 0.354
51. H 0.165
52. H 0.234
53. H 0.427
54. H 0.318
55. H -0.136
56. H 0.367
57. H 0.424
58. H 0.291
59. H -0.763


no.,frontier orbital gap (eV)
1,8.9207
2,8.6740
3,8.1248
4,5.1835